2 unconnected molecules or ions with the total composition C11H21B2N2O4. Source: OMol25; level of theory: ωB97M-V/def2-TZVPD.

Structure (XYZ):
```
40
Properties=species:S:1:pos:R:3
C 1.15 -0.71 1.06
N 0.41 0.54 1.19
C -0.27 0.91 -0.04
B -0.48 0.55 2.40
O -1.72 -0.14 2.29
B 0.02 1.33 3.83
C 0.64 2.76 3.38
C 2.02 2.88 3.10
C 2.55 4.07 2.65
C 1.68 5.14 2.48
C 0.34 4.97 2.77
N -0.18 3.82 3.22
H 1.37 -1.09 2.06
H 0.63 -1.48 0.49
H 2.13 -0.51 0.60
H 0.36 0.67 -0.89
H -0.42 1.98 -0.04
H -1.26 0.45 -0.15
H -1.60 -1.09 2.29
H -0.88 1.46 4.65
H 0.93 0.62 4.26
H 2.65 2.02 3.23
H 3.60 4.18 2.43
H 2.04 6.10 2.13
H -0.34 5.80 2.65
C -3.09 -1.92 -3.06
C -1.76 -1.78 -2.35
O -1.01 -3.01 -2.39
C -0.39 -3.28 -3.53
O -0.37 -2.58 -4.51
O 0.25 -4.44 -3.39
C 0.95 -4.87 -4.56
H -3.65 -2.75 -2.64
H -3.67 -1.00 -2.93
H -2.95 -2.10 -4.12
H -1.91 -1.56 -1.30
H -1.16 -0.97 -2.78
H 1.63 -4.09 -4.91
H 0.25 -5.13 -5.35
H 1.52 -5.74 -4.27
```

Computed properties:
- LUMO level (eV) = 2.399
- net charge = -1

Atom charges from the Mulliken analysis, given in e for atoms 1 to 6: number 1, C, carries -1.19; number 2, N, carries 0.22; number 3, C, carries -1.10; number 4, B, carries -0.19; number 5, O, carries -0.60; number 6, B, carries 0.73

---

A molecular structure, C11H21BClF3INNbO6S at a distorted geometry. Source: OMol25; level of theory: ωB97M-V/def2-TZVPD.

Structure (XYZ):
```
47
Properties=species:S:1:pos:R:3
N -3.80 -2.68 0.93
B -2.73 -2.86 1.89
O -2.90 -2.41 3.23
Nb -0.62 -3.79 1.43
C 0.50 -2.25 2.63
C 0.88 -0.90 1.94
C -0.23 0.15 2.25
C -0.46 1.26 1.17
S 1.01 1.78 0.24
O 0.77 3.16 -0.14
O 2.23 1.71 1.00
Cl 1.03 0.70 -1.50
C 1.34 -4.94 0.93
C 1.03 -6.16 0.09
O 1.30 -6.26 -1.03
I -0.02 -7.80 1.13
C -0.61 -2.59 -0.54
F -1.37 -3.28 -1.49
F 0.63 -2.52 -1.14
F -1.18 -1.34 -0.51
H -4.63 -3.14 1.33
H -3.55 -3.20 0.09
H -2.81 -3.20 3.80
H -1.49 -5.13 0.55
H -0.78 -4.81 2.94
H -0.15 -1.99 3.51
H 1.41 -2.70 3.07
H 1.17 -0.96 0.87
H 1.79 -0.53 2.46
H 0.08 0.69 3.17
H -1.21 -0.29 2.48
H -1.31 1.00 0.51
H -0.79 2.17 1.70
H 1.80 -5.25 1.89
H 2.07 -4.27 0.43
O 0.40 8.47 -4.29
C 0.61 7.39 -3.80
O 0.07 6.98 -2.63
C 0.60 5.69 -2.26
C 1.09 5.09 -3.57
C 1.52 6.32 -4.35
H 1.41 5.84 -1.55
H -0.18 5.09 -1.80
H 1.88 4.35 -3.43
H 0.26 4.60 -4.08
H 2.56 6.59 -4.14
H 1.37 6.19 -5.42
```

Computed properties:
- LUMO level (eV) = 1.295
- net charge = -1

Atom charges from the Mulliken analysis, given in e for atoms 1 to 6: number 1, N, carries -0.60; number 2, B, carries 0.44; number 3, O, carries -0.54; number 4, Nb, carries -0.48; number 5, C, carries -1.29; number 6, C, carries -0.10

---

A molecular structure, C11H21BaN4O13P3 at a distorted geometry. Source: OMol25; level of theory: ωB97M-V/def2-TZVPD.

Structure (XYZ):
```
53
Properties=species:S:1:pos:R:3
Ba 0.59 -0.69 0.68
O -3.88 3.90 -2.27
C -2.97 2.96 -1.92
C -2.42 2.08 -2.84
C -1.50 1.17 -2.36
N -1.12 1.09 -1.09
C -1.67 1.95 -0.22
C -2.61 2.90 -0.58
C -1.23 1.71 1.22
O -2.09 1.49 2.09
O 0.02 1.55 1.36
C -0.79 0.17 -3.25
O -1.59 -0.82 -3.68
O 0.38 0.26 -3.53
H -4.04 3.84 -3.22
H -2.69 2.09 -3.89
H -3.05 3.55 0.16
N 2.06 -2.63 4.37
C 0.70 -2.80 3.72
C -0.22 -3.70 4.52
P 1.10 -3.50 2.03
O 1.87 -4.88 2.41
O -0.14 -3.74 1.24
O 2.21 -2.63 1.44
P 0.14 -0.97 3.74
O -1.09 -0.98 2.64
O -0.27 -0.60 5.11
O 1.41 -0.40 3.15
H 2.68 -3.42 4.19
H 1.94 -2.50 5.38
H 2.46 -1.71 3.95
H 0.27 -4.64 4.81
H -1.09 -3.93 3.91
H -0.55 -3.18 5.42
H 1.25 -5.63 2.47
H -1.57 -0.08 2.72
N 0.06 -2.85 -4.68
C 0.23 -3.64 -3.45
P 1.42 -2.81 -2.37
O 2.60 -2.34 -3.18
O 0.76 -1.89 -1.38
C 2.15 -4.17 -1.39
N 3.42 -3.59 -0.85
H -1.01 -1.49 -4.13
H -0.18 -3.45 -5.46
H 0.93 -2.38 -4.90
H 0.61 -4.65 -3.65
H -0.72 -3.73 -2.92
H 2.39 -5.01 -2.04
H 1.55 -4.50 -0.55
H 4.12 -4.30 -0.66
H 3.18 -3.10 0.05
H 3.77 -2.92 -1.57
```

Computed properties:
- LUMO level (eV) = -0.355

Atom charges from the Mulliken analysis, given in e for atoms 1 to 6: number 1, Ba, carries 2.22; number 2, O, carries -0.54; number 3, C, carries 0.95; number 4, C, carries -0.35; number 5, C, carries -0.13; number 6, N, carries 0.03

---

A molecular structure, C11H21ClF3O4P2Tb at a distorted geometry. Source: OMol25; level of theory: ωB97M-V/def2-TZVPD.

Structure (XYZ):
```
43
Properties=species:S:1:pos:R:3
C 0.08 -0.03 -5.25
C 0.25 0.01 -3.79
H 1.03 0.01 -5.80
H -0.55 0.81 -5.56
H -0.43 -0.97 -5.50
O 1.21 0.20 -3.07
Cl -1.46 -0.35 -3.02
Tb -0.74 0.03 -0.53
P -0.21 2.73 -0.54
C 1.10 3.56 0.39
C -0.05 3.47 -2.21
H -0.14 4.56 -2.11
H -1.73 4.57 -0.08
H -0.83 3.10 -2.89
H -2.63 3.03 -0.25
H 2.07 3.31 -0.06
H 0.93 3.20 -2.64
C -1.73 3.50 0.17
H 0.92 4.65 0.33
H -1.75 3.37 1.26
H 1.08 3.21 1.43
P 0.02 -2.63 -0.15
C 1.39 -3.30 0.84
C -1.43 -3.34 0.76
H -0.62 -3.44 -2.37
H 0.05 -4.75 -1.36
H 1.14 -3.54 -2.10
C 0.16 -3.69 -1.64
H -2.36 -3.13 0.22
H -1.32 -4.43 0.88
H 1.32 -4.40 0.87
H 1.35 -2.90 1.87
H -1.52 -2.87 1.76
H 2.34 -3.00 0.39
C 1.53 0.11 0.24
O 2.55 0.18 0.75
F -1.42 0.79 4.73
C -2.05 0.30 3.63
F -2.11 -1.06 3.79
F -3.32 0.81 3.60
C -1.37 0.64 2.25
O -0.39 1.40 2.20
O -1.95 0.04 1.25
```

Computed properties:
- LUMO level (spin up / spin down) (eV) = -7.751 / -7.521
- net charge = +2
- multiplicity = 7

Atom charges from the Mulliken analysis, given in e for atoms 1 to 6: number 1, C, carries -1.10; number 2, C, carries 0.94; number 3, H, carries 0.36; number 4, H, carries 0.34; number 5, H, carries 0.38; number 6, O, carries -0.36

---

3 unconnected molecules or ions with the total composition C11H21INO6 at a distorted geometry. Source: OMol25; level of theory: ωB97M-V/def2-TZVPD.

Structure (XYZ):
```
40
Properties=species:S:1:pos:R:3
N -3.71 -0.79 0.31
C -4.19 0.16 -0.39
C -5.44 0.13 -1.25
C -6.65 -0.36 -0.45
I -8.16 -1.01 -1.93
H -4.38 -1.57 0.26
H -3.62 1.10 -0.36
H -5.51 1.13 -1.74
H -5.23 -0.59 -2.07
H -7.20 0.53 -0.08
C -0.07 -1.65 0.15
C -0.81 -1.81 -1.16
O -0.16 -1.05 -2.21
C 0.91 -1.60 -2.75
O 1.32 -2.72 -2.57
O 1.37 -0.78 -3.71
C 2.46 -1.31 -4.46
H 0.01 -0.60 0.40
H -0.64 -2.14 0.94
H 0.93 -2.08 0.10
H -1.81 -1.39 -1.08
H -0.88 -2.85 -1.47
H 2.21 -2.28 -4.88
H 3.34 -1.42 -3.83
H 2.64 -0.58 -5.25
C 4.65 1.13 4.13
C 3.30 1.75 4.40
O 2.86 2.57 3.30
C 2.35 1.90 2.27
O 2.21 0.70 2.20
O 2.01 2.77 1.32
C 1.38 2.18 0.17
H 5.38 1.90 3.90
H 4.98 0.59 5.02
H 4.59 0.43 3.30
H 3.33 2.44 5.24
H 2.54 0.99 4.59
H 0.51 1.61 0.47
H 2.08 1.53 -0.35
H 1.09 3.02 -0.45
```

Computed properties:
- LUMO level (eV) = 2.310
- net charge = -1

Atom charges from the Mulliken analysis, given in e for atoms 1 to 6: number 1, N, carries -0.69; number 2, C, carries -0.06; number 3, C, carries -0.73; number 4, C, carries -0.55; number 5, I, carries -0.37; number 6, H, carries 0.31

---

A single C11H21N2O4P molecule at a distorted geometry. Source: OMol25; level of theory: ωB97M-V/def2-TZVPD.

Structure (XYZ):
```
39
Properties=species:S:1:pos:R:3
C 3.02 3.04 -0.62
C 1.77 3.09 -1.65
O 1.80 2.25 -2.58
O 0.70 4.05 -1.54
C -0.36 3.54 -0.72
O -0.06 3.12 0.43
C -1.85 3.50 -1.31
P -2.65 1.76 -1.13
N -2.92 1.61 0.61
C -1.32 0.57 -1.76
C -1.31 -0.87 -1.07
C -0.87 -0.83 0.50
C 0.50 -1.60 0.80
N 0.45 -3.10 0.67
C -0.93 -3.67 0.72
C 1.15 -3.59 1.90
C 2.73 -3.31 2.06
O 0.58 -4.19 2.84
H 3.31 4.13 -0.41
H 3.89 2.59 -1.22
H 2.81 2.43 0.31
H -1.75 3.68 -2.45
H -2.52 4.33 -0.90
H -3.01 2.52 1.07
H -3.81 1.12 0.79
H -0.24 0.99 -1.74
H -1.55 0.40 -2.89
H -2.32 -1.40 -1.14
H -0.56 -1.52 -1.68
H -0.65 0.29 0.70
H -1.73 -1.09 1.20
H 0.83 -1.31 1.86
H 1.32 -1.23 0.08
H -1.58 -3.28 1.57
H -1.40 -3.53 -0.32
H -0.83 -4.81 0.84
H 2.96 -2.21 1.81
H 3.12 -3.52 3.11
H 3.27 -3.93 1.26
```

Computed properties:
- LUMO level (eV) = 0.479
- SMILES = CC(=O)OC(=O)CP(N)CCCCN(C)C(C)=O

Atom charges from the Mulliken analysis, given in e for atoms 1 to 6: number 1, C, carries -0.85; number 2, C, carries 0.69; number 3, O, carries -0.51; number 4, O, carries -0.34; number 5, C, carries 0.58; number 6, O, carries -0.51

---

A gas-phase ion, C11H21N4O4 (charge +1). Source: OMol25; level of theory: ωB97M-V/def2-TZVPD.

Structure (XYZ):
```
40
Properties=species:S:1:pos:R:3
C 0.52 3.89 1.99
C -0.79 4.44 1.50
O -1.35 5.38 1.97
O -1.31 3.76 0.41
C -2.30 2.78 0.78
C -2.52 1.80 -0.38
C -1.39 1.69 -1.40
C -0.01 1.33 -0.88
N 0.15 -0.11 -0.60
C -0.19 -0.68 0.53
N -0.68 -0.09 1.65
C -0.81 -1.06 2.52
N -0.42 -2.24 2.05
N -0.04 -2.00 0.76
O 0.36 -2.95 -0.08
C 1.81 -3.12 -0.14
C 2.26 -3.05 -1.60
C 2.02 -4.34 -2.36
O 1.61 -1.93 -2.22
H 1.31 4.11 1.26
H 0.77 4.37 2.93
H 0.47 2.81 2.13
H -1.98 2.26 1.69
H -3.22 3.31 1.00
H -2.77 0.82 0.03
H -3.41 2.13 -0.93
H -1.32 2.62 -1.97
H -1.68 0.92 -2.13
H 0.28 1.89 0.01
H 0.73 1.55 -1.65
H 0.64 -0.70 -1.28
H -1.19 -0.94 3.53
H -0.43 -3.16 2.46
H 2.05 -4.09 0.28
H 2.28 -2.34 0.46
H 3.33 -2.84 -1.57
H 2.19 -4.19 -3.43
H 2.74 -5.10 -2.04
H 1.01 -4.73 -2.20
H 1.28 -2.20 -3.08
```

Computed properties:
- LUMO level (eV) = -2.766
- net charge = +1
- SMILES = CC(=O)OCCCCNc1nc[nH][n+]1OC[C@@H](C)O

Atom charges from the Mulliken analysis, given in e for atoms 1 to 6: number 1, C, carries -0.80; number 2, C, carries 0.63; number 3, O, carries -0.52; number 4, O, carries -0.29; number 5, C, carries -0.43; number 6, C, carries -0.59

---

A molecular structure, C11H22Cl2I2NP2Yb at a distorted geometry. Source: OMol25; level of theory: ωB97M-V/def2-TZVPD.

Structure (XYZ):
```
41
Properties=species:S:1:pos:R:3
I 0.21 2.57 1.10
I 1.90 -1.08 2.04
Yb -0.65 -0.48 -2.93
P -2.79 -0.08 -1.12
C -3.97 0.02 0.33
C -3.48 1.24 -2.16
H -4.57 1.12 -2.29
H -4.60 -1.29 -2.18
H -3.02 1.24 -3.17
H -3.07 -1.62 -3.01
H -3.76 0.95 0.88
H -3.30 2.21 -1.69
C -3.53 -1.45 -2.03
H -5.00 0.01 0.00
H -3.43 -2.39 -1.42
H -3.77 -0.84 0.99
P 2.67 -0.05 -1.17
C 3.91 0.05 0.20
C 3.50 -1.43 -2.05
H 2.99 1.34 -3.11
H 4.55 1.07 -2.26
H 3.36 2.23 -1.59
C 3.48 1.29 -2.15
H 3.04 -1.50 -3.07
H 4.56 -1.26 -2.15
H 4.96 0.04 -0.11
H 3.77 -0.87 0.87
H 3.31 -2.37 -1.51
H 3.68 0.93 0.82
Cl 0.27 0.09 -5.07
Cl 1.31 2.30 4.76
C 0.62 0.95 4.02
C -0.04 -0.04 4.69
C -0.81 -0.96 4.00
C -1.10 -0.76 2.65
N -0.31 0.00 1.91
C 0.60 0.90 2.55
H 0.00 -0.04 5.76
H -1.18 -1.85 4.48
H -1.86 -1.41 2.15
H 1.55 1.24 2.03
```

Computed properties:
- LUMO level (spin up / spin down) (eV) = -9.411 / -9.283
- net charge = +2
- multiplicity = 2

Atom charges from the Mulliken analysis, given in e for atoms 1 to 6: number 1, I, carries 0.22; number 2, I, carries 0.32; number 3, Yb, carries 1.02; number 4, P, carries 0.41; number 5, C, carries -1.08; number 6, C, carries -1.06

---

| no. | electronic energy (eV) |
| --- | --- |
| 1 | -24272.1123 |
| 2 | -67357.4884 |
| 3 | -72897.9858 |
| 4 | -81612.1503 |
| 5 | -33622.7867 |
| 6 | -32203.4734 |
| 7 | -25889.5704 |
| 8 | -104587.4060 |